Record 1
The following is a quantum chemistry calculation of a 3-piece molecular cluster, C24H40N2O7S overall, from the Open Molecules 2025 dataset.

```
74
Properties=species:S:1:pos:R:3:forces:R:3
C 6.980148 -4.118840 -1.240319 1.1 0.5 0.8
O 6.208198 -3.806932 -2.453885 -1.2 -0.5 1.7
C 4.800779 -3.507746 -2.140363 -1.5 0.5 0.6
C 4.579010 -2.210302 -1.151237 0.4 -0.3 0.8
C 5.239638 -0.812039 -1.698248 0.7 -0.5 -0.5
C 4.336810 -0.003194 -2.802160 1.0 0.8 -0.2
C 3.217968 1.017556 -2.174439 -1.0 -0.9 -0.3
C 2.409445 0.446531 -0.867450 -0.9 1.3 0.7
C 1.196726 1.554451 -0.556145 -0.1 0.3 -0.5
C -0.310790 0.933274 -0.733276 -0.1 -0.2 0.1
C -0.651686 -0.345515 0.236843 -0.3 -0.2 -0.3
C -1.557601 -1.493560 -0.551613 -0.1 0.8 0.5
C -3.122269 -0.991825 -0.805225 0.5 -0.3 0.6
C -4.075129 -2.186106 -1.440495 0.5 -0.4 -0.4
C -3.200500 -3.283433 -2.335562 5.2 -3.4 -6.0
N -2.443620 -3.939753 -3.173312 -7.1 5.9 7.9
C -5.273810 -1.637270 -2.421586 -1.6 -0.3 0.0
S -4.549404 -1.088388 -4.101117 -0.5 0.0 0.3
C -6.166002 -0.425771 -1.762434 -5.1 5.7 2.0
N -6.959998 0.523718 -1.386552 7.1 -8.5 -3.2
H 7.813687 -4.952314 -1.403637 -2.0 1.8 -0.2
H 7.563877 -3.118402 -0.953132 -1.3 -2.2 -0.3
H 6.333224 -4.486842 -0.329841 1.0 0.8 -1.9
H 4.157684 -3.297800 -3.123398 2.0 -0.5 1.8
H 4.253758 -4.428868 -1.617422 1.4 1.7 -1.0
H 3.419310 -2.153500 -0.934368 2.4 0.1 -0.6
H 5.084775 -2.424569 -0.092097 -1.1 0.3 -2.3
H 5.603471 -0.136747 -0.783651 -1.2 -1.3 -2.0
H 6.248950 -1.117703 -2.257884 -2.1 0.5 1.2
H 3.884150 -0.749076 -3.612809 0.8 1.5 2.0
H 5.099255 0.679527 -3.416320 -1.6 -1.5 1.2
H 2.399256 1.177283 -3.027962 1.7 -0.2 1.8
H 3.620614 2.085934 -1.899136 -0.5 -2.2 -0.5
H 1.866659 -0.582564 -1.032138 1.4 1.9 0.1
H 3.058401 0.432680 0.134077 -1.2 -0.3 -2.5
H 1.290583 2.430638 -1.359062 -0.2 -1.8 1.8
H 1.352121 2.040105 0.497758 -0.4 -1.0 -1.9
H -1.130142 1.749001 -0.527476 1.7 -1.4 -0.5
H -0.418039 0.592008 -1.853516 0.2 0.6 2.1
H 0.344244 -0.876822 0.553890 -1.9 1.0 -0.5
H -1.228643 0.018849 1.206854 1.3 -0.8 -2.0
H -1.008051 -1.739045 -1.564075 -1.3 0.3 2.0
H -1.608626 -2.422555 0.159042 0.1 1.5 -1.6
H -3.562554 -0.761177 0.270924 0.8 -0.4 -2.3
H -3.174767 -0.016159 -1.454040 0.1 -2.0 1.1
H -4.578303 -2.779629 -0.565795 1.0 1.1 -1.8
H -5.992048 -2.555952 -2.642638 1.3 2.2 0.7
H -5.590804 -1.001548 -5.047944 0.5 -0.3 1.6
C 2.394633 5.986633 2.328971 -0.5 -0.2 -0.1
C 3.302066 4.873587 2.811257 -0.7 1.2 0.1
C 4.756855 5.145535 2.579186 0.5 0.7 0.4
O 5.300384 3.839998 2.503565 -0.5 -0.8 -0.3
C 4.296429 3.033674 2.044829 0.3 -2.4 -0.8
O 4.452607 1.885167 1.665518 -0.3 2.6 0.9
O 3.094409 3.686133 2.064404 0.9 -0.8 -0.1
H 1.352504 5.757926 2.576728 0.2 0.1 0.0
H 2.659208 6.942212 2.791473 0.0 -0.2 0.0
H 2.440087 6.093008 1.239484 0.2 0.0 0.2
H 3.098732 4.650546 3.865606 0.1 0.0 -0.1
H 5.210750 5.708550 3.399710 0.1 -0.2 -0.1
H 4.961360 5.660917 1.634160 -0.2 0.0 0.1
C -8.516688 0.104382 3.505905 0.1 0.5 0.1
C -7.387611 -0.416759 2.640742 -1.4 0.3 0.2
C -7.123701 -1.880443 2.820190 -0.7 -0.6 -0.2
O -5.758562 -1.988216 2.459152 0.8 0.7 0.0
C -5.191700 -0.776586 2.740475 2.2 0.7 0.1
O -3.991311 -0.561279 2.747409 -2.6 -0.5 -0.1
O -6.148356 0.161330 3.016267 1.2 -0.7 -0.2
H -8.700254 1.162355 3.289758 0.0 -0.2 0.0
H -9.441948 -0.451525 3.327298 0.2 0.0 -0.1
H -8.263392 0.042834 4.570056 0.0 -0.2 -0.2
H -7.572308 -0.168340 1.588641 0.1 -0.1 0.0
H -7.747979 -2.498530 2.168644 0.3 0.0 0.1
H -7.236168 -2.222716 3.854944 -0.1 0.2 0.0
```
Positions in Å, forces in eV/Å.

HOMO = -9.4 eV
Net charge = 0
SMILES = COCCCCCCCCCCC[C@H](C#N)[C@H](S)C#N.C[C@@H]1COC(=O)O1.C[C@@H]1COC(=O)O1
Lowest unoccupied orbital energy = 0.3 eV
HOMO-LUMO gap = 9.61 eV
Electronic energy = -1972.51924 Eh



Record 2
The following is a quantum chemistry calculation of a 2-piece molecular cluster, C24H41BCl2F10N2O10P2 overall, from the Open Molecules 2025 dataset.

```
92
Properties=species:S:1:pos:R:3:forces:R:3
C 4.805543 -2.450810 2.100367 0.1 0.0 0.1
O 5.156442 -2.316260 0.753894 -0.1 0.0 -0.1
C 5.684912 -1.041549 0.397510 -0.1 0.1 0.1
C 4.996266 -0.550259 -0.860156 0.0 -0.2 0.2
C 3.480720 -0.372325 -0.696519 -0.1 -0.1 0.1
C 2.918407 1.002262 -1.101690 0.0 -0.1 0.1
C 1.588128 0.863545 -1.840578 0.1 -0.1 -0.1
C 0.512231 0.301624 -0.892669 0.3 -0.4 0.1
C -0.937351 0.806375 -0.970649 0.0 0.3 0.1
C -1.485459 0.916786 -2.405229 -0.1 0.2 -0.3
C -1.698572 -0.331310 -3.233244 0.6 0.5 0.3
O -2.719439 -0.900470 -3.354903 -0.9 -0.4 -0.3
Cl -0.267197 -0.866695 -4.087629 0.3 -0.1 -0.4
C -0.899238 2.260778 -0.388807 0.0 -0.2 -0.1
N -0.355662 3.305131 -1.294081 -0.1 0.2 0.4
C -1.268672 4.140750 -1.985406 1.0 0.3 0.7
O -1.859446 3.900963 -2.958183 -0.9 -0.3 -0.7
F -1.377165 5.340802 -1.362423 0.1 -0.1 -0.2
C 0.767072 4.023612 -0.785216 -1.2 -0.2 0.8
O 1.712451 4.333412 -1.376218 0.9 0.4 -0.6
F 0.584143 4.347818 0.526828 0.1 -0.3 -0.2
C -2.261760 2.655595 0.144183 -0.3 0.1 -0.3
N -2.522980 2.000688 1.482551 -0.1 -0.3 0.0
C -1.740773 2.810770 2.525958 0.4 0.0 -0.2
C -2.088694 2.646305 4.007781 0.0 -0.1 -0.1
F -2.124725 3.913706 4.523286 0.0 0.4 0.2
P -4.296722 2.392963 1.777586 -0.1 -0.1 0.1
O -4.301271 3.757162 2.267550 0.0 0.0 0.0
O -4.779577 1.206268 2.680489 -0.1 0.1 -0.1
O -5.069326 2.092436 0.447094 0.3 0.1 -0.1
C -1.942340 0.539839 1.424135 0.5 -0.1 -0.1
C -2.405859 -0.360088 2.584391 -0.1 -0.2 -0.1
C -1.257332 -1.135064 3.284229 -0.1 -0.2 -0.4
C -1.539785 -2.625670 3.451833 0.1 0.0 0.1
Cl -0.961050 -0.409763 4.900106 0.1 0.0 0.1
C -1.903173 -0.068704 -0.026311 0.0 -0.4 -0.4
C -1.375546 -1.508561 0.123275 0.1 -0.2 0.2
C -1.381481 -2.381307 -1.129759 0.0 -0.2 0.1
C -1.053123 -3.826359 -0.777853 0.2 0.2 0.3
F -1.675815 -4.662308 -1.679879 -0.1 -0.2 -0.2
O -3.180502 -0.083256 -0.663029 -0.2 0.8 0.9
B -4.316408 -0.829878 -0.432667 0.3 -0.5 -0.5
O -4.324469 -2.009811 0.310671 0.1 0.3 0.0
O -5.445748 -0.354407 -1.026901 0.0 0.2 0.3
H 3.951393 -1.807646 2.371223 0.1 0.0 0.0
H 5.635712 -2.206511 2.777498 0.0 0.0 0.0
H 4.520607 -3.492759 2.256467 0.0 0.1 0.0
H 6.761133 -1.138141 0.222256 0.0 0.0 0.0
H 5.525224 -0.344029 1.234900 0.0 0.0 -0.1
H 5.153730 -1.301482 -1.630370 0.2 0.2 -0.1
H 5.488879 0.370918 -1.184857 -0.1 0.0 -0.1
H 3.194402 -0.607359 0.339364 0.0 0.1 -0.1
H 2.994619 -1.138942 -1.312188 0.0 0.1 0.0
H 2.766317 1.596313 -0.186597 0.1 0.2 -0.2
H 3.622703 1.530336 -1.747477 0.0 0.0 0.1
H 1.743036 0.121930 -2.630268 0.0 0.3 0.0
H 1.317607 1.793949 -2.340794 -0.1 0.0 0.2
H 0.864802 0.478035 0.138033 -0.1 0.0 0.0
H 0.544233 -0.779823 -1.005800 0.0 0.2 -0.1
H -0.797649 1.554300 -2.959584 0.0 -0.1 0.0
H -2.464342 1.400544 -2.419864 0.1 0.0 0.1
H -0.196145 2.218904 0.438961 0.0 0.2 0.0
H -2.403854 3.731053 0.267321 0.2 0.0 0.2
H -3.012944 2.295238 -0.558864 0.1 -0.1 0.1
H -1.894395 3.861669 2.291159 -0.1 -0.1 0.0
H -0.691510 2.580779 2.348021 -0.1 0.0 0.0
H -1.318820 2.094704 4.541233 -0.1 0.0 -0.1
H -3.058301 2.182919 4.187409 0.0 -0.1 0.0
H -5.670608 0.890302 2.466324 0.0 0.0 0.1
H -5.032176 2.812612 -0.200665 -0.3 -0.1 0.0
H -0.875138 0.695968 1.620293 -0.1 0.3 0.0
H -2.888240 0.231775 3.347872 0.0 0.1 0.1
H -3.155169 -1.077527 2.250985 -0.1 0.1 -0.1
H -0.325073 -1.011348 2.731571 0.0 0.1 0.2
H -0.987494 -3.019723 4.303943 -0.1 0.0 0.0
H -2.604530 -2.816883 3.596163 0.1 0.0 0.1
H -1.192258 -3.179903 2.578105 -0.1 0.1 -0.1
H -2.001012 -2.020072 0.846410 -0.1 0.0 0.0
H -0.367548 -1.491609 0.547286 -0.1 0.0 0.0
H -2.368878 -2.382976 -1.598726 0.2 0.0 0.1
H -0.665462 -2.049196 -1.882825 -0.2 0.0 0.1
H 0.019023 -4.027685 -0.814708 0.0 0.0 0.0
H -1.412479 -4.091418 0.222189 -0.1 0.0 0.0
H -4.266473 -2.802932 -0.233563 -0.1 -0.1 0.1
H -6.230647 -0.841776 -0.758790 0.0 -0.1 -0.2
F 5.602366 -3.570677 -5.356792 0.9 -0.4 0.4
P 6.350037 -2.763981 -4.129738 0.1 -0.1 0.0
F 6.713394 -1.453665 -3.169973 0.1 -1.0 0.4
F 7.928963 -3.190854 -3.923563 -0.5 -0.3 -0.9
F 4.798713 -2.345863 -3.646133 0.2 0.4 -0.9
F 6.893432 -1.831179 -5.378378 -0.9 0.4 0.5
F 6.101164 -4.131023 -3.238186 0.0 1.0 0.6
```
Positions in Å, forces in eV/Å.

Energy above the lowest of the compared OMol25 structures with the same formula, charge and spin = 0.0 kcal/mol
HOMO = -9.1 eV
Net charge = 0
Lowest unoccupied orbital energy = -1.6 eV
HOMO-LUMO gap = 7.46 eV
Electronic energy = -4427.91409 Eh



Record 3
The following is a quantum chemistry calculation of C24H41BrCoFGeN3OP2SSe as an isolated structure, from the Open Molecules 2025 dataset.

```
77
Properties=species:S:1:pos:R:3:forces:R:3
Co -0.152592 -1.194637 0.221569 0.3 0.3 -0.1
Br 7.069160 -2.567693 2.144900 0.0 0.0 0.0
C 5.188521 -2.613087 1.913132 0.0 0.0 0.0
C 4.475466 -1.423514 1.903938 0.0 0.0 0.0
C 3.104133 -1.450874 1.720536 0.0 -0.2 0.0
C 2.457374 -2.675383 1.579290 0.1 0.1 0.0
C 3.178492 -3.865032 1.576193 0.0 0.1 0.0
C 4.554951 -3.832356 1.741564 0.0 0.0 0.0
N 1.062251 -2.643719 1.404024 -0.3 -0.4 0.2
C 0.320384 -3.330950 2.168716 0.2 0.1 -0.2
C -1.134594 -3.255611 2.002125 -0.4 0.0 -0.1
C -1.997321 -4.091893 2.699511 0.1 0.2 -0.2
C -3.354843 -4.005374 2.437013 -0.1 0.0 0.0
C -3.796992 -3.109534 1.478244 0.0 -0.1 0.0
C -2.868815 -2.308651 0.829486 0.0 0.0 0.0
N -1.574415 -2.359334 1.104774 0.0 -0.1 0.2
H 4.993410 -0.481120 2.021201 0.0 0.0 0.0
H 2.515318 -0.543683 1.678980 0.0 0.0 0.0
H 2.669909 -4.806672 1.414616 0.0 0.0 0.0
H 5.131112 -4.747030 1.730351 0.0 0.0 0.0
H 0.706876 -3.980943 2.953162 0.1 0.0 0.1
H -1.607849 -4.802396 3.415407 0.0 0.0 0.0
H -4.053958 -4.642848 2.961143 0.0 0.0 0.0
H -4.843531 -3.027386 1.221694 0.0 0.0 0.0
H -3.156666 -1.618042 0.047051 0.0 0.0 0.0
C 3.341566 0.477979 -0.975295 0.0 0.1 0.0
P 1.773274 -0.430588 -1.214043 -0.3 -0.3 0.1
C 1.075645 0.451392 -2.652334 0.0 0.0 0.0
C 2.448669 -1.953411 -1.974795 0.1 0.0 -0.1
H 3.797027 0.651916 -1.952565 0.0 0.0 0.0
H 4.027997 -0.121668 -0.380022 0.0 0.0 0.0
H 3.147137 1.422858 -0.472134 0.0 0.0 0.0
H 1.815241 0.558395 -3.448439 0.0 0.0 0.0
H 0.760699 1.444777 -2.326873 0.0 0.0 0.0
H 0.213741 -0.095801 -3.035081 0.0 0.0 0.0
H 3.080465 -1.712334 -2.832323 0.0 0.0 0.0
H 1.643340 -2.613421 -2.288765 0.0 0.0 0.0
H 3.060024 -2.473076 -1.233906 0.0 0.0 0.0
F -0.027612 -0.208572 1.827597 0.1 -0.1 -0.1
C 2.199983 4.300625 2.249822 0.0 0.0 0.0
P 1.255364 2.769991 2.031749 -0.1 -0.1 0.3
C 1.780769 1.684329 3.374727 0.0 0.1 0.0
C -0.454723 3.196501 2.439668 0.0 0.0 0.0
O 1.404545 2.184215 0.678920 0.3 0.1 -0.3
H 2.072859 4.712840 3.251476 0.0 0.0 0.0
H 1.873744 5.035753 1.514273 0.0 0.0 0.0
H 3.256387 4.090282 2.080891 0.0 0.0 0.0
H 1.505548 2.108962 4.341530 0.0 0.0 0.0
H 2.861788 1.542795 3.349794 0.0 0.0 0.0
H 1.266584 0.732902 3.221436 0.0 0.0 0.0
H -0.515631 3.929681 3.244562 0.0 0.0 0.0
H -0.967653 2.282652 2.738479 0.1 0.0 0.0
H -0.934497 3.591298 1.543387 0.0 0.0 0.0
C -1.500934 2.280027 -4.614660 0.0 0.0 0.0
Ge -2.895696 2.289493 -3.241398 0.0 0.0 0.0
C -2.801752 3.946415 -2.201114 0.0 -0.1 0.0
C -4.653602 2.140683 -4.095982 0.0 0.0 0.0
C -2.681138 0.730663 -2.052620 -0.1 -0.1 0.0
Se -1.525914 1.010369 -0.495405 -0.1 -0.1 -0.1
C -2.935222 1.204624 0.825687 0.0 0.1 0.0
H -1.713072 3.040661 -5.366905 0.0 0.0 0.0
H -1.458936 1.309422 -5.109990 0.0 0.0 0.0
H -0.519768 2.487109 -4.187695 0.0 0.0 0.0
H -2.860125 4.811543 -2.862092 0.0 0.0 0.0
H -1.865035 3.993040 -1.645575 0.0 0.0 0.0
H -3.625832 4.007123 -1.488631 0.0 0.0 0.0
H -4.813307 2.953475 -4.804884 0.0 0.0 0.0
H -5.447395 2.178595 -3.348821 0.0 0.0 0.0
H -4.739251 1.196767 -4.635110 0.0 0.0 0.0
H -2.280852 -0.124599 -2.599550 0.0 0.0 0.0
H -3.660433 0.422192 -1.681290 0.0 0.0 0.0
H -2.449549 1.208427 1.797469 0.0 -0.1 0.0
H -3.633746 0.372670 0.777048 0.0 0.0 0.0
H -3.467348 2.140985 0.666864 0.0 0.0 0.0
S -2.221163 -3.113952 -3.452233 -0.1 0.0 -0.1
C -1.288856 -2.542274 -2.255079 0.1 0.0 0.1
N -0.609137 -2.126967 -1.398387 -0.1 0.0 0.0
```
Positions in Å, forces in eV/Å.

Energy above the lowest of the compared OMol25 structures with the same formula, charge and spin = 4.0 kcal/mol
HOMO (spin up / spin down) = -7.3 / -7.5 eV
Net charge = 0
2S+1 = 2
Lowest unoccupied orbital energy (spin up / spin down) = -0.7 / -0.7 eV
HOMO-LUMO gap (spin up / spin down) = 6.60 / 6.85 eV
Electronic energy = -10794.62594 Eh